Entry 1:
The following is a quantum chemistry calculation of a structure of composition C18H16MnN3O3S4, from OMol25.

Cartesian coordinates (Å):
Mn -0.47014 -1.48082 0.44637
S -0.57702 -1.87280 3.88014
S 0.51784 -4.27899 5.18635
S 1.10161 -5.74422 2.75247
S 0.15934 -3.73212 0.85854
O -2.72329 0.80224 3.09403
O 1.57040 -6.70118 5.16236
O -2.16818 -0.41373 1.29171
N 0.43667 0.15085 1.80867
N -0.42781 -0.63015 -1.35741
N -0.61721 0.88343 2.38651
C -3.98911 0.12364 3.09701
C 1.40771 0.92970 -1.34416
C 3.61390 1.96915 0.02927
C -0.08127 2.14286 -5.27562
C 3.50991 0.60069 -0.19763
C 0.43587 1.61530 -4.09911
C 2.62107 2.81806 -0.44179
C 1.53404 2.30122 -1.13680
C 0.39018 -4.13620 2.54849
C 0.14426 0.32698 -1.92716
C 1.14122 -5.77558 4.50900
C -1.74453 0.83795 -3.48386
C 0.11690 -3.45001 3.67594
C -1.85997 0.34045 2.20035
C -0.38883 0.95563 -3.19165
C -2.26637 1.37280 -4.64966
C -1.43548 2.02802 -5.55207
C 2.41228 0.08793 -0.87208
H 4.28208 -0.06816 0.16225
H 2.69085 3.88432 -0.26419
H -4.55132 0.56945 3.91131
H -4.50078 0.27017 2.14777
H 1.49433 1.70719 -3.88756
H -3.32448 1.27770 -4.86129
H 0.81594 -0.46676 2.53652
H 0.57558 2.64230 -5.97747
H -1.84211 2.44366 -6.46570
H 2.30400 -0.98090 -1.02059
H 4.46387 2.36924 0.56752
H -2.36450 0.30243 -2.77551
H 0.75955 2.96575 -1.50150
H -3.82730 -0.93826 3.27398
H 1.12009 0.78517 1.41179
H -0.45978 1.16560 3.34449

Results
HOMO (alpha / beta), Ha: -0.1306 / -0.1337
Charge: -1
Spin multiplicity: 6
Lowest unoccupied orbital energy (alpha / beta), eV: 2.5 / 2.5
Expectation value of S²: 8.7593
ΔE to the lowest compared entry with this formula, charge and spin, kcal/mol: 1.83

Entry 2:
The following is a quantum chemistry calculation of a structure of composition C29H63AlCl2N2O5P in a non-equilibrium geometry, from OMol25.

Cartesian coordinates (Å):
Cl -3.01081 4.41161 -3.76500
Cl -5.01855 0.88259 -5.18176
P 1.53904 2.18966 -2.27609
Al -3.57908 1.63342 -2.13701
O 2.08128 2.80366 -0.89670
O -5.59024 6.13037 -1.77269
O -7.83341 5.82136 -1.95719
O 1.62585 3.36047 -3.37432
O 2.30219 0.99515 -2.66545
N 1.13627 -1.29830 2.27516
N 5.68361 -7.39451 5.37982
C 4.02303 -7.62700 3.44406
C -6.53658 1.31236 -1.37887
C 5.99247 -5.98053 5.49632
C 2.56766 3.15445 -4.44494
C 3.57184 4.71918 -1.03932
C -6.46797 2.82267 -1.49835
C 4.84683 -4.97661 5.32585
C 1.30649 -1.07763 0.84674
C 2.53956 0.48429 3.46060
C 2.51474 4.36522 -5.36887
C 4.72952 -9.39696 6.48386
C 1.44023 -2.85862 4.17442
C -0.18614 1.90544 -1.98740
C -4.32506 2.47655 -4.97969
C -4.48066 3.31706 -6.21162
C -8.19897 4.47855 -2.40588
C -6.64366 6.87453 -3.79088
C 4.78578 -7.87832 6.40907
C 1.16947 -0.11032 3.10658
C -0.81207 1.04928 -3.10316
C -6.61069 6.24254 -2.43488
C -2.05177 0.33079 -2.53463
C 1.87356 -2.43570 2.77809
C -7.89453 3.44317 -1.34978
C 2.70545 -0.72252 0.33412
C 3.45493 3.20637 -0.91337
C -3.73645 2.79616 -3.82637
C -5.22125 0.54099 -1.69103
C 5.41563 -7.87815 4.03687
H 0.64795 -0.33665 4.04174
H 3.46876 -1.40601 0.71338
H 1.89433 5.14310 -4.94897
H 3.22619 -7.88977 4.14109
H 1.93112 -3.79609 4.44342
H 2.71926 -0.78094 -0.75500
H 3.91595 2.89188 0.01535
H 4.15062 -9.70158 7.35664
H 2.42429 1.21093 4.26838
H 6.17163 -7.46151 3.36743
H 3.52163 4.73097 -5.53086
H 3.88997 -8.24160 2.55158
H 3.76182 -7.48854 6.29432
H -6.87259 1.06753 -0.37251
H 3.24207 -0.27709 3.80486
H 5.59873 -8.95643 4.02470
H 3.71147 5.01804 -2.06991
H 3.99212 2.70707 -1.71147
H -3.19366 2.54922 -0.85945
H -6.09401 3.13748 -2.46448
H 3.88412 -6.59054 3.14166
H 3.56310 3.05760 -4.03005
H 2.70347 5.19843 -0.61646
H -0.76660 2.81577 -1.89624
H 2.09387 4.09128 -6.32908
H -1.77129 -0.16372 -1.60361
H 2.98807 1.00850 2.61834
H -1.13121 1.71303 -3.90105
H -5.97002 7.71938 -3.80427
H -0.08454 0.32846 -3.46462
H 1.71207 -2.11888 4.92904
H 1.69576 -3.27361 2.09854
H -7.65834 4.27840 -3.32885
H 6.43829 -5.82495 6.48440
H -2.44257 -0.41201 -3.22825
H 5.73159 -9.81754 6.57667
H 0.36177 -3.01584 4.21653
H -5.44086 3.07504 -6.65546
H 2.98627 0.29699 0.59627
H -7.31992 0.95482 -2.04646
H 4.25096 -9.83314 5.60627
H -5.85679 3.24437 -0.71278
H 6.78455 -5.74106 4.78197
H -3.68922 3.10959 -6.92127
H 0.55859 0.65729 2.62753
H 0.60472 -0.30180 0.53274
H 3.97950 -5.23527 5.93396
H -7.64265 7.18352 -4.06688
H -8.61321 2.63854 -1.47501
H 4.52952 -4.89329 4.28735
H -4.96520 -0.06651 -0.82326
H 5.17875 -3.98414 5.63745
H 2.35654 2.24213 -4.98327
H -9.25507 4.54519 -2.64752
H 0.97575 -1.98614 0.33364
H -0.25923 1.34048 -1.06436
H 5.14975 -7.50373 7.36946
H 2.96406 -2.26699 2.77987
H 4.46051 5.04187 -0.50501
H -8.03420 3.90766 -0.38271
H -6.30162 6.16665 -4.53776
H -4.51514 4.35945 -5.93218
H -5.44903 -0.17794 -2.47192

Results
HOMO, Ha: -0.1772
Charge: -1
Lowest unoccupied orbital energy, eV: 2.1

| no. | energy (hartree) | molecular weight (g/mol) |
| --- | --- | --- |
| 1 | -3829.3982 | 505.55 |
| 2 | -3132.7485 | 648.69 |